59
Properties=species:S:1:pos:R:3:forces:R:3:mulliken_charge:R:1 method="wB97M-V/def2-TZVPD" total_charge=+1 relative_energy_kcal_mol=0.0 e_lumo_ev=-2.27 homo_energy_ev=-13.2230 largest_force_ev_per_a=1.31
H 0.454 2.879 -1.906 -0.248 0.676 0.223 0.407
H -2.840 0.548 0.331 -0.562 0.069 0.069 0.534
H 0.601 0.091 -0.734 0.170 0.186 0.267 0.479
O -1.426 3.679 1.092 0.035 0.031 0.034 -0.614
C -0.401 -1.362 0.565 0.365 -0.273 -0.668 -0.023
H -3.484 -1.534 0.308 -0.696 -0.433 -0.180 0.308
H -2.195 -3.023 -0.957 0.196 -0.088 -0.228 0.332
N 0.233 -0.597 1.682 0.120 -0.072 -0.224 0.218
O -1.344 -3.335 -1.364 -0.438 -0.599 -0.146 -0.656
H 4.247 0.091 2.051 -0.028 -0.095 -0.012 0.314
H 2.758 -0.855 -1.550 0.379 0.151 0.487 0.440
H 2.030 1.154 -2.391 0.385 0.649 0.151 0.379
H 1.344 2.243 -0.248 -0.026 0.303 0.769 0.314
H -0.606 -2.117 -4.420 -0.071 -0.020 -0.188 0.299
O 3.428 0.447 1.690 -0.104 -0.008 -0.372 -0.767
C -0.081 -0.746 -0.815 -0.631 -0.056 -0.495 -0.358
O -3.525 -2.421 -0.125 0.087 0.087 0.106 -0.594
H -2.453 0.520 2.397 0.144 -0.002 0.418 0.385
O 1.340 -2.964 0.413 -0.293 -0.311 0.141 -0.540
H -0.514 -3.573 0.924 -0.158 -0.524 0.278 0.434
H 3.398 0.136 0.751 0.052 -0.075 0.327 0.377
H 0.437 -1.497 -1.416 -0.140 0.200 0.221 0.375
H 3.505 2.253 1.791 -0.025 0.709 0.351 0.434
O 3.018 -0.954 -0.606 -0.666 -0.672 -0.241 -0.849
H 0.137 -1.101 2.597 -0.186 0.351 -0.079 0.555
H -0.503 3.367 0.947 -0.491 0.039 -0.139 0.421
O 2.130 -0.442 -3.135 -0.439 -0.280 -0.535 -0.576
H 2.477 -1.733 -0.325 0.673 0.540 0.054 0.411
O -0.769 -1.628 4.035 -0.029 -0.053 -0.287 -0.677
O -3.435 0.094 1.004 0.717 0.166 -0.266 -0.774
O -1.786 0.639 3.119 -0.476 0.101 -0.583 -0.751
O -0.394 3.268 -1.598 -0.332 -0.758 -1.016 -0.780
H -1.313 1.734 -1.212 -0.568 -0.536 0.338 0.326
O 2.030 2.021 -1.907 -0.184 -0.468 -0.244 -0.684
H 1.332 -0.978 -3.386 0.333 0.168 0.092 0.348
H 2.880 2.467 -2.000 -0.052 -0.242 -0.150 0.247
C 0.166 -2.789 0.631 0.447 0.755 -0.001 -0.446
H -4.246 0.606 1.077 -0.089 0.100 -0.152 0.299
H -1.377 -0.866 3.920 0.242 -0.117 0.378 0.390
H -4.444 -2.674 -0.289 0.243 0.298 0.171 0.269
H -1.480 -4.295 -1.468 0.238 0.491 0.004 0.316
O 1.038 2.513 0.648 0.077 -0.355 -0.191 -0.637
H -1.476 -1.381 0.720 0.109 0.046 0.356 0.431
H -0.207 3.984 -0.994 0.440 0.058 0.102 0.258
O -0.010 -2.111 -3.669 0.176 0.028 0.052 -0.654
O -1.872 0.925 -1.018 0.387 0.715 0.256 -0.600
H -0.503 -1.663 4.958 -0.060 0.013 -0.021 0.287
H 3.435 3.587 2.666 0.081 -0.176 0.069 0.309
H 2.748 -0.551 -3.871 -0.023 0.035 0.098 0.271
H 1.223 -0.400 1.512 0.176 -0.058 -0.118 0.177
H -2.134 -0.974 -1.582 0.154 -0.101 -0.173 0.474
H -1.910 1.543 3.418 0.073 0.213 0.117 0.303
H 1.807 2.942 1.087 -0.022 -0.156 -0.054 0.402
H -1.034 -0.042 -2.626 -0.036 -0.138 0.020 0.288
H -1.730 4.109 0.279 0.106 -0.251 0.404 0.282
C -1.322 -0.248 -1.593 0.448 0.261 0.305 -0.881
H -0.493 -2.529 -2.937 -0.118 -0.171 0.029 0.294
O 3.353 3.234 1.776 0.086 -0.523 -0.319 -0.692
H -0.241 0.307 1.751 0.053 0.177 0.394 0.169

---

147
Properties=species:S:1:pos:R:3:forces:R:3:mulliken_charge:R:1 method="wB97M-V/def2-TZVPD" total_charge=+4 relative_energy_kcal_mol=0.0 multiplicity=4 s2=3.763 e_lumo_ev="-9.79 / -9.90" homo_energy_ev="-17.9079 / -17.8993" largest_force_ev_per_a=2.06
C 1.307 -4.287 -1.668 -0.105 0.705 1.547 -0.371
C 2.246 4.189 -1.912 1.219 0.076 0.877 -0.757
C -2.657 -1.877 1.347 -0.778 0.422 0.124 -0.756
H -4.530 1.696 -4.368 0.131 -0.109 0.067 0.432
O -0.458 -1.221 -1.365 -0.579 -0.319 -0.314 -1.407
H 4.995 -1.422 4.465 -0.228 -0.037 0.342 0.308
H -0.730 -4.352 -0.078 -0.427 0.020 0.106 -0.323
H -2.215 3.354 -1.977 0.079 0.098 0.151 0.246
C -2.195 -5.746 -0.867 0.402 -0.263 0.619 -0.607
H 1.534 -6.893 -1.542 -0.049 0.361 -0.183 0.555
H -1.593 6.696 2.467 -0.159 -0.011 -0.105 0.474
H 0.174 -2.775 4.202 0.153 -0.226 -0.115 0.340
C -1.092 -4.734 -1.037 1.623 0.581 0.501 0.379
H 1.593 2.859 -0.353 -0.099 0.038 0.090 -0.050
C 0.364 4.123 1.398 0.178 -1.127 0.142 0.152
H 0.426 5.569 3.054 0.291 0.078 -0.382 0.394
H -3.170 2.172 -0.982 -0.114 0.422 -0.007 0.344
H -2.379 -6.221 -1.826 -0.732 0.133 -0.025 0.535
H -2.129 -1.635 0.425 0.278 -0.188 0.083 -0.083
H 0.856 6.421 -1.072 -0.038 0.421 0.082 0.645
H -2.739 -2.944 1.534 -0.041 -0.011 -0.254 0.169
H -5.521 -1.668 -2.731 0.051 -0.003 -0.072 0.490
H 2.119 -4.677 -2.276 -0.303 -0.015 -0.471 0.653
H 6.324 1.352 0.830 -0.223 0.222 0.201 0.331
H 3.108 -2.505 3.712 0.144 -0.154 -0.634 0.657
H 2.773 1.408 0.909 -0.509 0.239 0.262 0.297
C -3.391 2.332 2.458 0.752 -0.266 -1.396 -1.123
C 1.152 -6.290 0.442 -1.403 -0.392 1.080 -0.536
H 5.736 -0.778 2.494 0.303 0.264 0.149 0.441
C -0.266 5.043 2.394 -1.272 0.297 0.481 -0.743
H 3.842 -0.032 -0.286 0.269 -0.444 -0.260 -0.165
H 2.124 -1.145 3.766 0.107 0.509 -0.173 0.163
H 5.495 0.859 3.175 -0.131 0.286 -0.560 0.442
C -2.526 -1.755 3.817 -0.048 -0.400 -0.206 -0.659
H -4.403 2.681 2.270 -0.124 0.117 0.705 0.475
H -1.547 1.718 -1.494 0.317 0.475 0.085 0.218
O 0.445 0.246 0.682 -0.107 -0.089 0.421 -0.034
H -2.221 -1.076 4.610 -0.150 0.282 -0.152 0.557
N -1.952 -1.275 2.510 0.854 -0.537 -0.728 1.272
V 0.896 -0.707 -3.016 -0.141 0.406 2.017 0.140
H -4.204 4.022 -5.030 -0.250 -0.080 0.094 0.458
C 6.161 1.139 -1.274 -0.327 -1.046 0.774 -1.426
H 0.267 -6.003 1.032 0.248 0.262 0.104 0.069
H 0.270 7.459 1.210 0.103 -0.297 0.142 0.356
H 3.177 -5.733 0.131 -0.054 0.109 -0.187 0.417
H -0.194 -3.989 2.992 -0.069 0.046 -0.166 0.339
H 3.256 3.349 -3.601 -0.186 0.539 -0.049 0.502
H -1.227 0.574 3.125 0.034 0.115 -0.063 0.491
H -2.915 2.510 1.473 0.085 -0.033 0.224 -0.013
H 5.415 0.888 -2.031 0.008 0.479 -0.155 0.289
N 0.188 -5.277 -1.649 0.275 -1.100 -0.964 0.471
H 2.731 5.955 -0.139 0.405 0.004 0.044 0.442
C -2.420 2.315 -1.758 -0.559 -1.152 -0.074 -1.301
H -3.475 -0.167 -3.739 -0.270 -0.215 0.193 0.380
H 2.137 6.104 1.524 -0.065 0.123 -0.117 0.446
O 0.480 0.947 -1.796 0.192 -0.271 -0.763 0.814
H -1.805 -3.353 5.122 -0.102 0.296 0.085 0.497
C 4.694 0.016 0.399 -0.746 0.942 -0.032 -0.630
H -4.880 2.514 -2.865 0.147 0.208 0.082 0.482
C -1.873 1.806 -4.078 0.517 0.472 -0.312 0.217
H -1.034 7.611 0.180 -0.357 -0.394 -0.178 0.482
H -3.608 0.608 3.754 -0.296 0.088 -0.085 0.471
H 3.938 -0.045 4.810 0.102 0.094 -0.017 0.324
H -0.266 -2.025 1.386 -0.137 -0.251 -0.083 -1.262
C 2.287 3.244 -3.096 1.017 -0.353 -0.977 -1.063
C 3.160 1.236 1.911 0.198 -0.534 -0.759 -1.621
C 2.264 -5.269 0.520 0.343 -0.224 -0.414 -1.140
H -3.601 -1.774 3.667 -0.105 0.104 0.457 0.429
H 6.815 0.263 -1.246 0.239 0.233 -0.109 0.421
C -4.102 2.360 -3.611 -1.302 -0.240 0.032 -0.661
N -2.938 1.645 -3.001 0.948 0.318 -0.187 1.040
H -3.913 -2.223 -2.264 0.095 0.104 0.007 0.270
H 2.373 1.021 2.623 -0.101 0.080 0.024 0.670
H 1.115 3.448 1.821 0.180 0.324 0.141 -0.261
H 0.079 -1.021 2.755 0.406 -0.297 0.054 0.003
H 3.791 -2.088 1.446 0.417 0.333 -0.154 0.364
H 2.316 -1.147 1.320 0.194 0.061 0.188 -1.412
C 3.251 -1.251 1.884 -1.116 -0.466 0.052 1.149
H 2.334 2.167 -2.888 -0.687 0.384 0.560 -0.110
C 4.269 -0.735 4.039 0.253 0.228 -0.436 -0.984
O 1.877 -0.942 -1.160 0.662 0.126 -0.658 -1.214
C -3.198 0.180 -2.737 0.291 0.153 -1.092 -0.919
H 1.542 3.467 -3.861 -0.210 -0.158 0.181 0.274
H 3.242 4.190 -1.451 0.016 -0.174 -0.112 0.388
H -1.776 0.879 -4.640 -0.258 -0.029 -0.021 0.427
H -4.117 0.398 2.067 0.044 -0.254 0.137 0.359
C -1.914 -3.116 4.066 0.050 -0.634 -0.239 -1.256
C -0.518 -1.867 2.425 -0.761 1.042 0.962 0.881
H -0.906 2.058 -3.646 -0.098 -0.530 0.559 -0.467
H -0.067 -7.290 -1.140 -0.284 -0.035 0.547 0.655
H 2.528 -4.975 1.535 -0.266 -0.144 0.140 0.390
N 1.029 4.825 0.267 0.449 0.135 -0.970 0.471
H -1.459 3.733 -4.981 -0.062 0.080 0.158 0.370
H -2.826 2.939 3.160 -0.328 -0.010 0.303 0.371
C -1.225 6.018 1.694 0.156 0.332 1.098 -0.760
C -0.463 6.831 0.688 0.915 1.221 -0.176 -0.769
H 1.239 -3.370 0.302 -0.263 -0.249 -0.083 -0.981
H 1.423 -7.244 0.897 0.209 -0.043 -0.271 0.549
C 0.205 5.957 -0.344 -0.963 -0.770 0.090 -0.381
C -3.551 3.586 -4.283 0.754 0.041 0.211 -0.781
H -4.316 -5.632 -0.354 0.190 -0.356 0.189 0.543
H -0.631 5.497 -0.880 0.295 -0.321 -0.161 0.074
C 5.006 -0.058 2.867 0.188 -1.161 0.602 -0.556
H 6.744 2.022 -1.497 -0.042 0.062 -0.264 0.417
H -3.638 -1.413 1.274 -0.206 -0.339 0.109 0.323
C -3.380 -5.112 -0.143 -0.877 0.419 -1.303 -1.057
H 0.886 -3.320 -1.974 0.202 -0.305 -0.410 -0.511
H 2.753 -3.399 -0.452 0.008 -0.120 -0.035 0.559
H -4.078 0.069 -0.724 0.200 0.108 -0.022 -0.126
C 0.676 -6.520 -0.968 1.055 -0.685 -0.410 -0.962
H -0.901 4.500 3.102 0.325 -0.461 -0.161 0.409
H -2.479 2.772 -5.970 -0.058 -0.347 0.089 0.363
H -1.862 -6.548 -0.206 0.239 -0.068 -0.136 0.267
H 5.318 -0.872 0.364 -0.049 -0.087 -0.126 0.726
H 3.789 2.063 2.218 0.015 0.043 0.129 0.403
H -2.106 5.483 1.329 0.137 0.016 -0.391 0.210
H -3.325 4.358 -3.544 -0.027 0.067 -0.110 0.263
H 0.888 -6.083 -3.463 0.025 0.006 0.031 0.481
H -3.584 -4.121 -0.571 0.176 0.090 0.352 0.008
P 0.561 -0.211 -0.721 0.068 0.152 -1.067 1.209
C 5.496 1.261 0.123 1.046 0.106 -0.872 -0.013
H -1.284 -3.840 -1.635 -0.568 -0.133 -0.052 0.082
C 2.320 5.417 0.701 -0.199 0.126 0.746 -0.659
C -0.036 -5.664 -3.072 0.233 0.158 -0.237 -1.068
H -0.798 -6.427 -3.153 -0.258 0.124 -0.049 0.448
C -0.525 -3.038 3.405 0.429 0.119 0.512 -0.389
C -3.348 0.822 2.716 -0.097 0.151 0.483 -0.392
C -4.744 -1.578 -1.975 -0.277 -0.156 0.423 -1.574
C 3.093 -1.466 3.376 -0.392 -0.458 1.021 -0.568
H -5.129 0.550 -2.068 -0.297 -0.166 0.416 0.408
H -2.527 -3.938 3.690 0.028 0.167 -0.319 0.279
H -0.326 3.394 0.959 -0.395 0.455 -0.067 0.100
H -3.264 -5.060 0.935 0.209 0.017 0.026 0.235
H 2.962 4.636 1.101 0.166 -0.093 -0.341 0.035
H 2.157 5.232 -2.216 -0.456 -0.107 -0.336 0.314
H -1.707 0.505 1.409 0.462 -0.217 0.086 -0.496
N 4.019 0.022 1.743 0.843 0.261 0.560 0.823
H -5.152 -1.977 -1.046 -0.102 -0.072 -0.080 0.400
H -2.227 -0.292 -2.543 -0.200 0.172 0.606 0.405
H 4.912 2.183 0.102 -0.190 -0.111 0.367 0.007
C -2.275 3.014 -4.928 -0.132 0.447 -0.540 -0.860
H 0.290 3.632 -1.264 -0.039 -0.313 0.128 -0.516
C 1.274 3.786 -0.825 -0.608 0.255 -0.328 0.718
H -0.255 -4.756 -3.629 -0.343 -0.112 -0.108 0.340
C 1.883 -4.041 -0.279 0.468 1.014 0.175 1.259
C -4.325 -0.122 -1.768 0.268 0.093 -0.694 0.348
C -1.977 0.214 2.422 -0.580 0.597 -0.266 -0.228